A | Computed, not measured: an isolated molecule of C4H3NOS2, with ωB97M-V with the def2-TZVPD basis set.

ORCA input file:
```
! RIJCOSX wB97M-V def2-TZVPD def2/J DEFGRID3
* xyz 0 1
C 2.7924 -1.4889 -0.7368
C 2.1528 -0.5620 -0.2132
C 1.4329 0.7176 0.3251
O 0.8103 1.5082 -0.5771
N -0.3963 0.8306 -0.9777
C -1.0856 0.1099 0.0113
S -2.5307 -0.6384 -0.3355
S 0.0324 -0.0618 1.3831
H 3.3866 -2.2807 -1.2395
H 2.0199 1.3104 1.0151
H -0.8966 1.6326 -1.3951
*
```

Computed properties:
LUMO, eV: -0.114
Highest occupied orbital energy, eV: -8.974
Orbital gap, Ha: 0.3256
Molecular weight, g mol⁻¹: 145.21

B | Computed, not measured: an isolated molecule of C4H3NOS2, with ωB97M-V with the def2-TZVPD basis set.

ORCA input file:
```
! RIJCOSX wB97M-V def2-TZVPD def2/J DEFGRID3
* xyz 0 1
C -1.7660 0.8798 -0.0878
O -2.5100 -0.2547 -0.0954
N -1.6542 -1.3287 -0.1414
C -0.4649 -0.8373 -0.1681
C -0.4635 0.5952 -0.1642
S 1.1030 1.3690 -0.3053
C 2.0014 -0.1616 0.2330
S 1.0930 -1.6581 -0.2949
H -2.2967 1.8600 -0.0562
H 1.9893 -0.2604 1.3308
H 2.9686 -0.2032 -0.2506
*
```

Computed properties:
LUMO, eV: 0.451
Highest occupied orbital energy, eV: -8.802
Orbital gap, Ha: 0.3400
Molecular weight, g mol⁻¹: 145.21

Most stable of them? B.

A | Computed, not measured: the ion C10H13N2OS with charge +1, with ωB97M-V with the def2-TZVPD basis set.

ORCA input file:
```
! RIJCOSX wB97M-V def2-TZVPD def2/J DEFGRID3
* xyz 1 1
C 0.4233 -0.4179 -1.9296
C 0.1343 0.1530 -0.6003
C -1.0887 0.7916 -0.2745
C -1.2136 1.7547 0.7542
C -2.4297 2.3245 1.0415
C -3.5215 2.0000 0.2324
N -3.4261 1.0718 -0.6928
C -2.3035 0.4638 -0.9378
N 1.0172 -0.2071 0.5174
C 0.6814 -1.5731 1.0112
C 2.4759 -0.1143 0.2666
C 3.0568 1.2976 -0.0329
O 4.2453 1.4333 -0.0510
S 1.9035 2.5469 -0.3133
H -0.4707 -0.8580 -2.3724
H 1.2048 -1.1723 -1.9034
H 0.7409 0.3706 -2.6182
H -0.3208 2.1398 1.2318
H -2.5256 3.0842 1.7986
H -4.4683 2.5130 0.3190
H -2.3549 -0.3532 -1.6433
H 0.7983 0.4622 1.2692
H -0.3962 -1.6763 1.1355
H 1.0259 -2.3190 0.2974
H 1.1644 -1.7541 1.9703
H 2.7610 -0.7533 -0.5710
H 3.0049 -0.4768 1.1515
*
```

Computed properties:
LUMO (spin up / spin down), eV: -5.529 / -6.480
Highest occupied orbital energy (spin up / spin down), eV: -13.511 / -12.068
Orbital gap (spin up / spin down), Ha: 0.2933 / 0.2053
Molecular weight, g mol⁻¹: 209.29

B | Computed, not measured: the ion C10H13N2OS with charge +1, with ωB97M-V with the def2-TZVPD basis set.

ORCA input file:
```
! RIJCOSX wB97M-V def2-TZVPD def2/J DEFGRID3
* xyz 1 1
C -2.8950 2.2867 0.5294
C -1.7168 1.3805 0.9863
S -0.9291 0.5884 -0.3947
O -1.0722 1.2103 -1.6959
N -1.5251 -0.9937 -0.4608
C -0.6831 -1.9776 -0.4184
C -1.2011 -3.3665 -0.3918
N 0.6159 -1.8775 -0.3018
C 1.4329 -0.7454 -0.1836
C 2.7853 -0.7383 -0.0223
C 3.4540 0.4205 0.1660
C 2.9024 1.7014 0.0544
C 1.5350 1.6540 -0.1806
C 0.7892 0.4791 -0.1768
H -2.6380 2.7037 -0.4328
H -3.8382 1.7894 0.5768
H -2.9190 3.2363 1.0434
H -2.2438 0.5464 1.4753
H -0.8876 1.9641 1.3022
H -1.1320 -3.8747 -1.3094
H -2.3366 -3.3418 -0.1120
H -0.7092 -3.9979 0.3274
H 1.0430 -2.8934 -0.3384
H 3.3299 -1.6604 -0.0648
H 4.3800 0.3308 0.5889
H 3.4086 2.6301 -0.1273
H 1.0505 2.5454 -0.4389
*
```

Computed properties:
LUMO, eV: -3.440
Highest occupied orbital energy, eV: -13.136
Orbital gap, Ha: 0.3563
Molecular weight, g mol⁻¹: 209.29

Most stable of them? B.

A | Computed, not measured: a cluster of 2 separate species, C2H5NO2S2 in total, with ωB97M-V with the def2-TZVPD basis set.

ORCA input file:
```
! RIJCOSX wB97M-V def2-TZVPD def2/J DEFGRID3
* xyz 0 1
C 0.0515 -0.3579 2.0767
C -0.2216 -0.3467 0.6292
N -0.2132 0.5442 -2.6369
O 1.2086 0.1248 -1.5174
O -0.9013 1.2036 -1.9366
S 0.8916 0.9028 -0.3126
S -0.0437 0.1605 -4.1356
H 0.0675 0.7295 2.2031
H -0.6789 -0.9397 2.7454
H 0.9931 -0.6153 2.4395
H -1.2363 -0.0770 0.2694
H 0.0827 -1.3287 0.1760
*
```

Computed properties:
LUMO (spin up / spin down), eV: -0.837 / -0.840
Highest occupied orbital energy (spin up / spin down), eV: -8.331 / -8.331
Orbital gap (spin up / spin down), Ha: 0.2754 / 0.2753
Molecular weight, g mol⁻¹: 139.20

B | Computed, not measured: an isolated molecule of C2H5NO2S2, with ωB97M-V with the def2-TZVPD basis set.

ORCA input file:
```
! RIJCOSX wB97M-V def2-TZVPD def2/J DEFGRID3
* xyz 0 1
C 0.2233 -0.8743 -0.1275
C 0.2878 0.3860 0.5914
N -2.3791 -1.1724 1.0527
O -4.0114 0.6172 0.3022
O -2.4930 -0.4080 -1.3742
S -1.0411 1.6014 0.2134
S -2.8871 -0.2260 0.0096
H 0.6888 -1.7474 0.2898
H -0.2577 -0.9448 -1.0881
H 0.2462 0.2327 1.6744
H 1.2268 0.9146 0.3737
H -1.0189 1.4590 -1.1107
*
```

Computed properties:
LUMO (spin up / spin down), eV: -2.847 / -2.849
Highest occupied orbital energy (spin up / spin down), eV: -8.805 / -8.804
Orbital gap (spin up / spin down), Ha: 0.2190 / 0.2188
Molecular weight, g mol⁻¹: 139.20

Most stable of them? A.

A | Computed, not measured: the ion C24H32N3O5 with charge +1, with ωB97M-V with the def2-TZVPD basis set.

ORCA input file:
```
! RIJCOSX wB97M-V def2-TZVPD def2/J DEFGRID3
* xyz 1 1
C -6.7501 -4.1854 -0.3507
C -6.6209 -2.8452 -1.0513
O -5.3383 -2.2804 -0.7476
C -5.2662 -0.9564 -0.6137
O -6.1962 -0.2030 -0.7403
C -3.8827 -0.4991 -0.2812
C -2.8354 -1.3982 -0.1274
C -1.5595 -0.9357 0.1810
N -0.5376 -1.8965 0.3267
C 0.7537 -1.7036 0.6301
O 1.2599 -0.6021 0.8159
C 1.5667 -2.9956 0.7195
N 2.9458 -2.7131 1.0662
C 3.7379 -2.0835 0.0189
C 4.6237 -0.9607 0.5984
C 5.3064 -0.2105 -0.5204
C 4.5820 0.3701 -1.5583
C 5.2353 1.0268 -2.5854
C 6.6181 1.1083 -2.5930
C 7.3459 0.5323 -1.5666
C 6.6929 -0.1217 -0.5359
N 3.7747 -0.0924 1.4901
C 4.0196 1.3518 1.3784
C 3.8873 -0.5091 2.8952
C -1.3392 0.4259 0.3328
C -2.3916 1.3225 0.1796
C -2.0802 2.7726 0.3604
O -0.9712 3.1810 0.6149
O -3.1474 3.5408 0.2117
C -2.9583 4.9519 0.3672
C -4.2944 5.6367 0.1582
C -3.6651 0.8664 -0.1272
H -7.7134 -4.6250 -0.5904
H -6.6795 -4.0586 0.7266
H -5.9637 -4.8611 -0.6770
H -7.3974 -2.1457 -0.7267
H -6.6857 -2.9629 -2.1381
H -3.0250 -2.4541 -0.2492
H -0.8504 -2.8504 0.1948
H 1.4580 -3.5413 -0.2331
H 1.1368 -3.6124 1.5132
H 3.3978 -3.5525 1.4079
H 3.0634 -1.6496 -0.7211
H 4.3901 -2.7900 -0.5082
H 5.3958 -1.4061 1.2332
H 3.5025 0.3194 -1.5701
H 4.6625 1.4740 -3.3828
H 7.1250 1.6177 -3.3970
H 8.4229 0.5901 -1.5659
H 7.2697 -0.5723 0.2589
H 2.7641 -0.2902 1.2076
H 3.3610 1.8780 2.0661
H 5.0555 1.5792 1.6273
H 3.8131 1.7028 0.3717
H 3.6625 -1.5697 2.9750
H 3.1727 0.0474 3.4980
H 4.8922 -0.3122 3.2673
H -0.3661 0.8213 0.5711
H -2.2146 5.2881 -0.3638
H -2.5602 5.1432 1.3699
H -5.0171 5.2806 0.8871
H -4.1748 6.7097 0.2724
H -4.6731 5.4258 -0.8380
H -4.4901 1.5503 -0.2488
*
```

Computed properties:
LUMO, eV: -2.079
Highest occupied orbital energy, eV: -11.555
Orbital gap, Ha: 0.3483
Molecular weight, g mol⁻¹: 442.54

B | Computed, not measured: the ion C24H32N3O5 with charge +1, with ωB97M-V with the def2-TZVPD basis set.

ORCA input file:
```
! RIJCOSX wB97M-V def2-TZVPD def2/J DEFGRID3
* xyz 1 1
C -7.4877 -3.4882 -0.4435
C -7.2912 -1.9864 -0.3810
O -5.8838 -1.7141 -0.3311
C -5.5365 -0.4316 -0.2613
O -6.3187 0.4831 -0.2325
C -4.0533 -0.2433 -0.2192
C -3.1848 -1.3300 -0.2287
C -1.8115 -1.1157 -0.1975
N -0.9295 -2.2129 -0.1179
C 0.3929 -2.1781 -0.3622
O 0.9494 -1.2260 -0.8978
C 1.2098 -3.3602 0.1526
N 2.2674 -2.8190 1.0064
C 3.4040 -2.2347 0.3029
C 3.7728 -0.8173 0.8001
C 4.9183 -0.3038 -0.0403
C 6.1383 -0.0162 0.5573
C 7.2086 0.4196 -0.2052
C 7.0672 0.5764 -1.5728
C 5.8525 0.2946 -2.1767
C 4.7837 -0.1463 -1.4176
N 2.5673 0.0824 0.7550
C 2.8439 1.5028 0.4857
C 1.7841 -0.0330 1.9946
C -1.3302 0.1832 -0.1474
C -2.1970 1.2661 -0.1043
C -1.5561 2.6043 0.0479
O -0.3764 2.7236 0.3163
O -2.3946 3.6032 -0.1189
C -1.8792 4.9331 0.0243
C -3.0333 5.9067 -0.1069
C -3.5678 1.0596 -0.1500
H -7.0064 -3.8954 -1.3287
H -8.5493 -3.7114 -0.4857
H -7.0627 -3.9625 0.4371
H -7.7618 -1.5557 0.5092
H -7.7115 -1.4894 -1.2615
H -3.5891 -2.3302 -0.2577
H -1.3503 -3.0853 0.1723
H 1.6030 -3.9249 -0.7064
H 0.5875 -4.0255 0.7509
H 2.5756 -3.5258 1.6620
H 3.1741 -2.1717 -0.7621
H 4.3063 -2.8475 0.4061
H 4.0931 -0.8680 1.8452
H 6.2573 -0.1396 1.6240
H 8.1518 0.6358 0.2712
H 7.9002 0.9157 -2.1679
H 5.7372 0.4152 -3.2426
H 3.8429 -0.3614 -1.9041
H 1.9747 -0.2979 -0.0249
H 3.4931 1.9075 1.2605
H 3.3278 1.6267 -0.4788
H 1.9030 2.0547 0.4799
H 1.5451 -1.0799 2.1731
H 0.8678 0.5481 1.9057
H 2.3630 0.3578 2.8303
H -0.2761 0.3924 -0.1445
H -1.1240 5.0990 -0.7517
H -1.3901 5.0155 1.0011
H -2.6639 6.9230 -0.0102
H -3.5112 5.7935 -1.0759
H -3.7717 5.7226 0.6685
H -4.2639 1.8830 -0.1246
*
```

Computed properties:
LUMO, eV: -2.223
Highest occupied orbital energy, eV: -11.794
Orbital gap, Ha: 0.3517
Molecular weight, g mol⁻¹: 442.54

Most stable of them? A.

A | Computed, not measured: a cluster of 2 separate species, C3H12N3S in total, with ωB97M-V with the def2-TZVPD basis set.

ORCA input file:
```
! RIJCOSX wB97M-V def2-TZVPD def2/J DEFGRID3
* xyz 1 1
C -0.5288 1.5790 -0.2856
C -1.0853 -0.5630 0.8897
C -0.9715 0.9081 0.9301
N -1.3280 -1.1731 -0.3344
N -1.3526 1.4961 2.0041
N 2.1090 -1.1101 -1.1897
S 0.6981 -0.8802 1.5573
H 0.5285 1.0680 -0.4813
H -0.0756 2.5472 -0.1192
H -1.1817 1.6039 -1.0577
H -1.7881 -1.0518 1.6096
H -1.5368 -2.1389 -0.0983
H -0.8077 -1.0743 -1.2124
H -1.9006 1.0860 2.7444
H -1.2706 2.4985 2.0722
H 1.5838 -0.5293 -1.8090
H 2.3192 -2.0149 -1.6129
H 2.8687 -0.6912 -0.7250
H 1.1978 -0.9603 0.2430
*
```

Computed properties:
LUMO, eV: -4.075
Highest occupied orbital energy, eV: -12.848
Orbital gap, Ha: 0.3224
Molecular weight, g mol⁻¹: 122.22

B | Computed, not measured: a cluster of 2 separate species, C3H12N3S in total, with ωB97M-V with the def2-TZVPD basis set.

ORCA input file:
```
! RIJCOSX wB97M-V def2-TZVPD def2/J DEFGRID3
* xyz 1 1
N 1.9176 -0.6239 0.3347
C 1.8196 -0.3244 -0.9859
N 2.9279 -0.4259 -1.7268
N 0.6554 -0.0250 -1.5549
H 1.1637 -0.3657 0.9673
H 2.7771 -1.1481 0.6453
H 3.7971 -0.6741 -1.2343
H 2.8740 -0.3440 -2.7046
H -0.1693 -0.1346 -0.9550
H 0.5899 -0.0321 -2.6013
C -2.8709 -0.6268 0.7191
S -1.1004 -0.2501 0.9526
C -1.1197 1.5035 1.4756
H -3.4290 0.2725 0.4120
H -3.3511 -0.8991 1.6673
H -2.9774 -1.4960 0.0316
H -0.2072 1.7474 2.0020
H -1.2321 2.1402 0.5801
H -2.0652 1.7063 1.9754
*
```

Computed properties:
LUMO, eV: -2.906
Highest occupied orbital energy, eV: -12.573
Orbital gap, Ha: 0.3552
Molecular weight, g mol⁻¹: 122.22

C | Computed, not measured: a cluster of 2 separate species, C3H12N3S in total, with ωB97M-V with the def2-TZVPD basis set.

ORCA input file:
```
! RIJCOSX wB97M-V def2-TZVPD def2/J DEFGRID3
* xyz 1 1
C -1.3097 -1.9306 0.1990
C -1.7482 0.9688 0.8383
C -0.5330 -0.6827 -0.3178
N 0.4685 -0.8603 -1.3229
N -0.7984 0.6161 -0.1236
N -0.0185 1.5928 -0.6863
S 3.0602 0.4095 0.0835
H -1.3300 -2.0262 1.2555
H -0.7569 -2.7502 -0.1869
H -2.2652 -1.9458 -0.2042
H -2.4638 0.2078 0.9869
H -1.2126 1.1413 1.7630
H -2.3495 1.9148 0.5183
H 1.0541 -0.0797 -1.5483
H 0.8784 -1.7493 -1.4137
H -0.4906 2.0264 -1.3794
H 3.8302 1.5328 0.1345
H 0.2673 2.2640 0.0605
H 3.9083 -0.3337 0.7542
*
```

Computed properties:
LUMO, eV: -3.452
Highest occupied orbital energy, eV: -13.117
Orbital gap, Ha: 0.3552
Molecular weight, g mol⁻¹: 122.22

Most stable of them? B.

A | Computed, not measured: a cluster of 2 separate species, C4H9NO4 in total, with ωB97M-V with the def2-TZVPD basis set.

ORCA input file:
```
! RIJCOSX wB97M-V def2-TZVPD def2/J DEFGRID3
* xyz 0 1
C 1.0029 0.4092 -1.3363
C -0.0866 0.7587 -0.2974
C -1.4054 1.1492 -0.7784
N 0.1305 0.6899 0.9859
O 1.2551 0.3404 1.5287
O -0.8446 0.9609 1.8835
H 0.9625 1.2982 -1.9556
H 1.0482 -0.5109 -1.8745
H 1.8605 0.4043 -0.7380
H -1.4057 1.4207 -1.8444
H -2.0405 0.3178 -0.3420
H -1.8330 1.9663 -0.1626
H -0.4171 1.2772 2.7070
O -0.1410 -2.2143 0.9962
C 0.6878 -2.7711 1.6429
O 1.7055 -2.2606 2.1771
H 0.5944 -3.8826 1.8029
H 1.6529 -1.2503 2.0017
*
```

Computed properties:
LUMO, eV: 0.719
Highest occupied orbital energy, eV: -8.898
Orbital gap, Ha: 0.3534
Molecular weight, g mol⁻¹: 135.12

B | Computed, not measured: an isolated molecule of C4H9NO4, with ωB97M-V with the def2-TZVPD basis set.

ORCA input file:
```
! RIJCOSX wB97M-V def2-TZVPD def2/J DEFGRID3
* xyz 0 1
C 1.6084 -0.8671 -1.1592
C 0.8574 0.4499 -1.0404
C 0.5039 0.8142 0.4638
O -0.0537 2.0401 0.5995
O 1.6425 0.7304 1.2043
O -0.3729 -0.2492 0.9005
C -1.7236 -0.1721 0.6448
N -2.3040 -1.3853 0.6376
O -2.2964 0.8535 0.2989
H 2.4320 -0.8738 -0.4541
H 0.9539 -1.7071 -0.9405
H 2.0013 -0.9824 -2.1617
H 1.4770 1.2879 -1.3730
H -0.0757 0.4465 -1.6112
H -1.0595 1.9634 0.3695
H 1.5191 1.2501 2.0114
H -3.3089 -1.4401 0.5725
H -1.8007 -2.1589 1.0374
*
```

Computed properties:
LUMO, eV: 0.704
Highest occupied orbital energy, eV: -10.317
Orbital gap, Ha: 0.4050
Molecular weight, g mol⁻¹: 135.12

C | Computed, not measured: a cluster of 2 separate species, C4H9NO4 in total, with ωB97M-V with the def2-TZVPD basis set.

ORCA input file:
```
! RIJCOSX wB97M-V def2-TZVPD def2/J DEFGRID3
* xyz 0 1
C -2.7122 -0.1974 0.4757
C -1.2662 -0.5472 0.1810
C -0.4627 0.5221 -0.5038
C 1.0179 0.0774 -0.7209
O 1.4405 -0.2792 0.4870
O 3.6175 -1.1855 -0.2590
N 4.1343 -0.4600 0.5732
O 5.2768 -0.2001 0.7863
O -0.2175 1.6741 0.2635
H -3.2539 -1.0510 0.8965
H -2.7189 0.5807 1.2407
H -3.2449 0.1007 -0.4342
H -0.7198 -0.7082 1.1091
H -1.2071 -1.4462 -0.4437
H -0.9217 0.8539 -1.4136
H 0.8361 -0.8003 -1.3298
H 1.4902 0.9352 -1.2465
H -1.0883 2.1308 0.3385
*
```

Computed properties:
LUMO (spin up / spin down), eV: -3.587 / -3.460
Highest occupied orbital energy (spin up / spin down), eV: -8.633 / -8.487
Orbital gap (spin up / spin down), Ha: 0.1854 / 0.1848
Molecular weight, g mol⁻¹: 135.12

D | Computed, not measured: an isolated molecule of C4H9NO4, with ωB97M-V with the def2-TZVPD basis set.

ORCA input file:
```
! RIJCOSX wB97M-V def2-TZVPD def2/J DEFGRID3
* xyz 0 1
C 2.0367 -1.3963 -0.7666
C -2.0236 0.0881 0.1876
N -2.0247 -0.1458 -1.0952
O 1.1343 -0.6327 0.0340
O -2.6684 -0.1786 1.1490
H -0.9887 0.1520 -1.6526
H -2.7770 -0.7383 -1.4159
H 3.0192 -0.9127 -0.7985
H 1.6569 -1.5247 -1.7813
H 2.1252 -2.3682 -0.2844
C -0.3425 1.0367 1.8692
C 0.7015 0.5465 -0.5490
O -0.6657 0.8917 0.4762
O 0.2693 0.5438 -1.7454
H 1.3315 1.3903 -0.2352
H 0.4055 1.8250 1.9410
H 0.0522 0.0997 2.2592
H -1.2417 1.3236 2.4076
*
```

Computed properties:
LUMO, eV: 0.893
Highest occupied orbital energy, eV: -10.195
Orbital gap, Ha: 0.4075
Molecular weight, g mol⁻¹: 135.12

Most stable of them? B.